Molecular formula: C35H50N11O8
Method: DFT, the ωB97M-V functional and the def2-TZVPD basis

Each line ends with the natural charge from an NBO analysis.
Positions of all 104 atoms, in Å:
C1 3.22 -3.73 -1.61  -0.183
C2 2.79 -3.38 -0.55  -0.076
C3 2.32 -2.83 0.72  -0.163
H1 2.67 -3.46 1.55  0.209
H2 1.23 -2.80 0.73  0.268
O1 2.75 -1.48 0.90  -0.568
C4 4.13 -1.34 1.18  -0.083
H3 4.34 -1.74 2.19  0.188
C5 4.50 0.14 1.13  -0.083
H4 5.58 0.23 1.29  0.190
O2 3.79 0.81 2.15  -0.554
C6 4.19 2.13 2.42  -0.076
C7 3.51 3.17 1.52  -0.098
O3 2.13 3.15 1.82  -0.563
C8 1.37 4.22 1.31  -0.066
H5 0.48 4.26 1.94  0.202
H6 1.93 5.16 1.44  0.186
C9 0.96 4.07 -0.16  -0.265
N1 -0.33 3.42 -0.32  -0.608
C10 -0.53 2.45 -1.25  0.637
N2 0.49 1.64 -1.53  -0.717
C11 0.24 0.70 -2.47  0.758
N3 1.22 -0.13 -2.82  -0.424
C12 0.95 -1.34 -3.57  -0.254
C13 2.08 -1.56 -4.59  -0.076
H7 2.06 -0.75 -5.34  0.171
O4 3.33 -1.58 -3.95  -0.523
C14 3.58 -0.37 -3.29  -0.073
C15 2.53 -0.09 -2.21  -0.261
H8 2.69 0.90 -1.78  0.221
H9 2.59 -0.86 -1.43  0.222
H10 4.57 -0.47 -2.83  0.198
H11 3.60 0.46 -4.01  0.170
H12 1.96 -2.52 -5.09  0.202
H13 0.92 -2.18 -2.87  0.211
H14 -0.01 -1.23 -4.07  0.244
N4 -0.93 0.58 -3.09  -0.654
C16 -1.90 1.41 -2.69  0.628
N5 -1.75 2.35 -1.75  -0.620
N6 -3.09 1.31 -3.32  -0.396
C17 -3.30 0.21 -4.23  -0.222
H15 -4.09 0.50 -4.94  0.207
H16 -2.38 0.02 -4.78  0.253
C18 -3.69 -1.02 -3.41  -0.240
N7 -4.56 -0.59 -2.32  -0.430
C19 -4.66 -1.16 -1.11  0.691
O5 -5.41 -0.75 -0.24  -0.627
C20 -3.67 -2.31 -0.79  -0.143
N8 -2.47 -1.63 -0.39  -0.165
C21 -2.35 -0.71 0.60  -0.082
C22 -1.01 -0.39 0.60  0.128
N9 -0.41 -1.11 -0.37  -0.299
N10 -1.29 -1.84 -0.96  -0.061
C23 -0.25 0.52 1.50  -0.086
H17 -0.76 1.49 1.55  0.230
C24 -0.14 -0.07 2.91  -0.411
C25 0.62 0.83 3.85  -0.101
C26 1.79 0.41 4.45  -0.161
C27 2.47 1.23 5.33  -0.305
C28 2.00 2.51 5.60  0.316
C29 0.82 2.94 5.00  -0.282
C30 0.14 2.11 4.14  -0.135
H18 -0.79 2.45 3.70  0.198
H19 0.45 3.93 5.23  0.229
O6 2.64 3.37 6.44  -0.659
H20 3.39 2.93 6.85  0.485
H21 3.38 0.88 5.81  0.216
H22 2.17 -0.58 4.25  0.216
H23 0.35 -1.05 2.85  0.228
H24 -1.15 -0.23 3.30  0.228
N11 1.10 0.74 0.95  -0.810
H25 1.01 1.06 -0.07  0.466
H26 1.59 1.48 1.49  0.470
H27 1.66 -0.14 0.98  0.469
H28 -3.18 -0.37 1.18  0.255
H29 -3.42 -2.91 -1.66  0.255
C31 -4.23 -3.22 0.33  -0.403
H30 -4.61 -4.12 -0.14  0.231
H31 -5.06 -2.70 0.81  0.257
C32 -3.21 -3.60 1.41  -0.520
C33 -1.85 -3.98 0.87  0.809
O7 -0.81 -3.63 1.36  -0.622
O8 -1.92 -4.77 -0.20  -0.685
H32 -1.04 -5.01 -0.51  0.508
H33 -3.60 -4.46 1.96  0.259
H34 -3.06 -2.79 2.13  0.233
C34 -5.30 0.63 -2.57  -0.247
H35 -5.97 0.80 -1.73  0.263
H36 -5.89 0.51 -3.48  0.200
C35 -4.30 1.80 -2.72  -0.224
H37 -4.74 2.59 -3.34  0.207
H38 -4.04 2.23 -1.75  0.241
H39 -2.77 -1.45 -3.01  0.228
H40 -4.21 -1.76 -4.03  0.204
H41 -1.14 4.02 -0.21  0.409
H42 1.69 3.47 -0.70  0.231
H43 0.93 5.06 -0.62  0.207
H44 3.69 2.95 0.46  0.169
H45 3.93 4.16 1.74  0.194
H46 5.28 2.23 2.33  0.182
H47 3.89 2.32 3.45  0.215
H48 4.25 0.54 0.14  0.168
H49 4.73 -1.89 0.45  0.200
H50 3.57 -4.06 -2.54  0.244

Its HOMO energy is -10.72 eV. The total charge is +1. The energy above the lowest of the compared OMol25 structures with the same formula, charge and spin comes out at 1.4 kcal per mole. For the orbital gap, the calculation gives 9.244 eV. The largest force on an atom is 1.261 eV/Å.

***

Molecular formula: C22H17BrMnNO4S5
Method: DFT, the ωB97M-V functional and the def2-TZVPD basis

Each line ends with the Mulliken spin population.
Positions of all 51 atoms, in Å:
Mn1 -0.61 0.02 -0.08  4.153
O1 5.07 -3.58 0.07  -0.003
C1 4.05 -2.94 0.06  0.000
S1 3.14 -2.56 -1.41  0.003
C2 1.79 -1.75 -0.62  0.003
C3 1.88 -1.59 0.72  0.021
S2 0.68 -0.83 1.73  -0.060
S3 3.30 -2.24 1.51  0.004
S4 0.43 -1.31 -1.59  -0.023
O2 1.06 1.53 -0.20  -0.004
S5 1.84 2.55 -0.97  0.013
C4 2.99 3.29 0.20  0.002
C5 4.11 3.90 -0.33  -0.002
C6 5.02 4.53 0.51  0.000
C7 4.78 4.54 1.88  0.000
C8 3.66 3.90 2.41  0.000
C9 2.76 3.26 1.57  0.002
C10 0.76 3.99 -1.12  -0.002
C11 -0.03 4.36 -0.05  -0.002
C12 -0.84 5.47 -0.15  0.000
C13 -0.88 6.20 -1.34  0.000
C14 -0.10 5.81 -2.42  0.000
C15 0.73 4.70 -2.31  0.001
H1 4.28 3.88 -1.40  0.000
H2 5.90 5.00 0.11  0.000
H3 5.48 5.03 2.55  0.000
H4 3.49 3.91 3.47  0.000
H5 1.92 2.72 1.97  0.002
H6 -0.03 3.77 0.86  0.003
H7 -1.45 5.79 0.69  0.000
H8 -1.53 7.06 -1.43  0.000
H9 -0.14 6.36 -3.35  0.000
H10 1.35 4.39 -3.14  0.000
Br1 -5.32 -3.14 -2.09  0.001
C16 -4.05 -2.94 -0.71  0.001
C17 -3.91 -3.93 0.25  0.000
C18 -2.99 -3.72 1.26  -0.001
C19 -2.27 -2.54 1.28  0.008
N1 -2.41 -1.59 0.35  0.007
C20 -3.28 -1.79 -0.63  0.012
H11 -4.50 -4.84 0.20  0.000
H12 -2.83 -4.46 2.04  0.000
H13 -1.56 -2.32 2.07  0.001
H14 -3.38 -1.01 -1.38  0.001
C21 -3.50 3.06 -0.25  -0.003
O3 -2.61 2.37 0.65  -0.005
C22 -1.92 1.38 0.14  -0.131
O4 -1.99 1.05 -1.06  -0.004
H15 -3.82 3.96 0.26  0.000
H16 -4.36 2.42 -0.48  0.000
H17 -2.98 3.30 -1.18  -0.001

Its HOMO energy (spin up / spin down) is -6.62 / -6.74 eV. The spin multiplicity is 5. The energy above the lowest of the compared OMol25 structures with the same formula, charge and spin comes out at 11.8 kcal per mole. As for the expectation value of S²: 6.120. For the orbital gap (spin up / spin down), the calculation gives 5.742 / 6.779 eV. The largest force on an atom is 2.342 eV/Å.

***

Molecular formula: C2HN5
Method: DFT, the ωB97M-V functional and the def2-TZVPD basis

Each line ends with the natural charge from an NBO analysis.
Positions of all 8 atoms, in Å:
C1 -0.28 -0.26 -0.07  -0.179
C2 0.90 -0.30 -0.23  0.146
N1 4.38 0.62 -0.07  -0.071
N2 4.47 -0.71 -0.03  -0.071
N3 3.16 0.96 -0.09  -0.024
N4 3.30 -1.21 -0.03  -0.025
N5 2.49 -0.17 -0.05  -0.029
H1 -1.33 -0.30 -0.09  0.252

Its HOMO energy is -11.72 eV. The energy above the lowest of the compared OMol25 structures with the same formula, charge and spin comes out at 82.1 kcal per mole. The SMILES is C#Cn1nnnn1. For the orbital gap, the calculation gives 11.713 eV. The largest force on an atom is 5.997 eV/Å.

***

Molecular formula: C18H38B2BrF2N7O9S3Si
Method: DFT, the ωB97M-V functional and the def2-TZVPD basis

Each line ends with the Löwdin charge.
Positions of all 81 atoms, in Å:
C1 -3.45 2.35 -2.75  -0.068
C2 -3.40 1.65 -1.36  -0.139
B1 -2.48 0.37 -1.42  -0.413
O1 -3.03 -0.77 -1.96  0.144
C3 -0.95 0.43 -0.84  -0.227
N1 -0.65 1.91 -0.86  0.149
C4 -0.09 2.34 0.12  -0.732
S1 0.89 2.64 1.28  0.874
C5 -0.94 -0.17 0.58  -0.153
C6 -2.08 0.35 1.48  -0.123
C7 -1.61 0.65 2.93  -0.169
C8 -2.65 1.59 3.61  -0.189
C9 -2.28 3.06 3.56  -0.281
N2 -2.65 3.75 2.32  0.013
C10 -0.80 -1.73 0.59  -0.346
N3 -0.35 -2.12 1.93  0.116
C11 -2.11 -2.52 0.37  -0.093
C12 -2.13 -3.45 -0.81  -0.747
O2 -1.64 -3.29 -1.89  0.043
Br1 -3.11 -5.14 -0.48  0.691
N4 0.31 -2.10 -0.28  0.200
B2 1.09 -3.33 0.07  -0.690
O3 2.17 -3.33 0.90  0.149
O4 0.73 -4.48 -0.56  0.223
C13 0.91 -1.11 -0.94  -0.288
N5 2.20 -0.92 -0.95  0.158
Si1 3.23 0.30 -1.83  0.546
C14 4.82 0.47 -0.87  -0.147
C15 3.65 -0.49 -3.50  -0.156
C16 2.52 1.97 -2.15  -0.155
N6 0.08 -0.22 -1.64  0.061
C17 -0.16 -0.57 -3.01  -0.204
O5 -0.34 0.58 -3.79  -0.150
C18 -0.25 0.29 -5.16  -0.083
H1 -3.18 3.39 -2.70  0.076
H2 -4.45 2.27 -3.15  0.071
H3 -2.82 1.82 -3.46  0.055
H4 -3.18 2.32 -0.54  0.072
H5 -4.40 1.25 -1.17  0.106
H6 -3.08 -0.74 -2.92  0.126
H7 -0.03 0.12 1.12  0.101
H8 -2.44 1.31 1.14  0.078
H9 -2.91 -0.34 1.59  0.125
H10 -1.60 -0.25 3.54  0.099
H11 -0.66 1.16 2.91  0.064
H12 -2.69 1.28 4.65  0.106
H13 -3.63 1.38 3.17  0.111
H14 -1.24 3.22 3.80  0.104
H15 -2.84 3.54 4.36  0.097
H16 -1.85 4.03 1.78  0.035
H17 -3.31 3.23 1.77  0.046
H18 0.44 -1.56 2.24  -0.058
H19 -1.11 -2.09 2.59  0.092
H20 -2.32 -3.14 1.24  0.098
H21 -2.99 -1.90 0.26  0.119
H22 1.91 -3.34 1.83  0.113
H23 0.79 -5.20 0.07  0.131
H24 2.75 -1.55 -0.37  0.121
H25 5.24 -0.48 -0.58  0.042
H26 5.51 1.01 -1.52  0.040
H27 4.64 1.06 0.03  0.034
H28 3.32 -1.52 -3.56  0.026
H29 4.71 -0.38 -3.69  0.031
H30 3.08 0.06 -4.25  0.020
H31 1.57 2.01 -2.67  0.022
H32 2.50 2.54 -1.23  0.008
H33 3.24 2.49 -2.78  0.048
H34 -0.93 -1.32 -3.18  0.125
H35 0.76 -1.06 -3.38  0.130
H36 0.57 -0.38 -5.40  0.090
H37 -0.06 1.23 -5.67  0.095
H38 -1.19 -0.09 -5.57  0.092
N7 2.14 -0.84 4.33  -0.277
S2 3.16 -0.11 5.33  0.493
O6 3.39 1.27 5.03  -0.272
O7 4.25 -0.90 5.77  -0.259
F1 2.20 -0.06 6.59  -0.176
S3 2.70 -1.03 2.89  0.544
O8 1.66 -1.38 1.95  -0.324
O9 3.93 -1.72 2.73  -0.230
F2 3.06 0.46 2.42  -0.203

Its HOMO energy is -9.11 eV. For the orbital gap, the calculation gives 8.822 eV. The largest force on an atom is 5.516 eV/Å.

***

Molecular formula: C2H10N2O2
Method: DFT, the ωB97M-V functional and the def2-TZVPD basis

Each line ends with the natural charge from an NBO analysis.
Positions of all 16 atoms, in Å:
C1 0.67 1.48 -0.01  -0.479
N1 2.02 1.14 -0.22  -0.521
C2 -1.23 -2.00 -0.37  -0.139
N2 -2.16 -1.37 0.23  -0.298
H1 0.46 2.04 0.93  0.186
H2 0.10 0.55 -0.01  0.241
H3 0.33 2.09 -0.87  0.270
H4 2.60 1.71 0.39  0.324
H5 -0.54 -2.67 0.20  0.246
H6 -1.10 -1.92 -1.48  0.229
H7 1.71 -0.43 0.16  0.467
H8 2.16 -1.90 0.08  0.472
O1 1.41 -1.34 -0.14  -0.951
H9 -2.10 0.13 -0.01  0.451
H10 -2.18 1.29 1.04  0.458
O2 -2.15 1.18 0.08  -0.956

Its HOMO energy is -7.34 eV. The energy above the lowest of the compared OMol25 structures with the same formula, charge and spin comes out at 188.4 kcal per mole. For the orbital gap, the calculation gives 3.345 eV. The largest force on an atom is 4.116 eV/Å.

***

Molecular formula: C27H52BBr2F3N3O14
Method: DFT, the ωB97M-V functional and the def2-TZVPD basis

Each line ends with the Löwdin charge.
Positions of all 102 atoms, in Å:
C1 3.32 -4.29 6.10  0.025
B1 2.62 -4.60 4.74  -0.540
O1 1.30 -4.80 4.65  0.195
N1 3.53 -4.73 3.52  0.271
C2 3.59 -3.93 2.50  -0.418
N2 4.51 -4.17 1.53  0.126
C3 4.40 -3.45 0.24  -0.099
C4 3.49 -2.23 0.25  -0.286
C5 3.14 -1.85 -1.20  -0.159
C6 3.93 -0.65 -1.70  -0.278
C7 3.50 0.64 -1.01  -0.630
Br1 3.68 2.17 -2.20  0.671
C8 2.26 -2.46 1.12  -0.323
C9 1.36 -3.55 0.58  -0.058
C10 -0.04 -3.53 1.23  -0.245
O2 -0.21 -4.52 2.20  0.023
C11 -1.08 -3.78 0.13  -0.528
F1 -2.32 -3.97 0.65  0.153
F2 -0.74 -4.93 -0.54  0.134
F3 -1.13 -2.77 -0.77  0.137
N3 2.71 -2.84 2.49  -0.388
Br2 3.48 -1.40 3.40  0.946
H1 2.61 -4.13 6.89  0.077
H2 4.01 -3.45 6.01  0.058
H3 3.95 -5.14 6.38  0.082
H4 0.86 -4.15 4.10  0.098
H5 4.18 -5.51 3.51  0.175
H6 5.45 -4.20 1.89  0.165
H7 5.40 -3.10 -0.01  0.139
H8 4.14 -4.16 -0.54  0.128
H9 4.08 -1.40 0.62  0.105
H10 2.07 -1.64 -1.29  0.117
H11 3.33 -2.69 -1.87  0.120
H12 3.73 -0.54 -2.76  0.093
H13 4.99 -0.83 -1.55  0.118
H14 4.11 0.86 -0.15  0.051
H15 2.47 0.60 -0.69  0.057
H16 1.68 -1.56 1.20  0.144
H17 1.23 -3.43 -0.49  0.121
H18 1.79 -4.54 0.71  0.141
H19 -0.23 -2.56 1.68  0.168
H20 0.17 -5.34 1.89  0.114
C12 -3.41 -0.50 -0.99  -0.052
C13 -2.64 0.13 -2.13  -0.210
O3 -3.49 0.80 -3.06  0.044
C14 -3.93 2.01 -2.68  -0.633
O4 -3.65 2.57 -1.65  0.116
O5 -4.71 2.48 -3.65  0.009
C15 -5.30 3.75 -3.38  -0.024
H21 -4.19 -1.16 -1.38  0.095
H22 -2.75 -1.08 -0.36  0.053
H23 -3.90 0.25 -0.38  0.061
H24 -2.14 -0.64 -2.71  0.119
H25 -1.88 0.82 -1.76  0.123
H26 -4.55 4.48 -3.10  0.091
H27 -6.05 3.66 -2.60  0.087
H28 -5.79 4.07 -4.30  0.100
C16 -10.61 -0.77 -1.77  -0.065
C17 -10.58 -0.14 -0.40  -0.208
O6 -9.24 -0.06 0.12  0.040
C18 -8.50 0.93 -0.37  -0.615
O7 -8.85 1.75 -1.17  0.127
O8 -7.29 0.86 0.18  0.014
C19 -6.37 1.83 -0.31  -0.042
H29 -10.11 -1.74 -1.76  0.081
H30 -11.64 -0.91 -2.10  0.081
H31 -10.09 -0.14 -2.50  0.075
H32 -11.12 -0.76 0.31  0.122
H33 -11.04 0.85 -0.40  0.124
H34 -6.78 2.84 -0.23  0.103
H35 -6.12 1.61 -1.34  0.083
H36 -5.48 1.77 0.30  0.088
C20 -2.27 5.20 -5.13  -0.069
C21 -1.42 5.73 -6.27  -0.211
O9 -2.22 6.39 -7.26  0.041
C22 -2.61 7.62 -6.95  -0.618
O10 -2.34 8.21 -5.94  0.125
O11 -3.35 8.08 -7.96  0.009
C23 -3.89 9.39 -7.74  -0.035
H37 -3.07 4.56 -5.51  0.079
H38 -1.67 4.63 -4.43  0.082
H39 -2.74 6.02 -4.58  0.075
H40 -0.94 4.90 -6.78  0.122
H41 -0.65 6.40 -5.91  0.124
H42 -3.11 10.10 -7.46  0.096
H43 -4.65 9.35 -6.96  0.098
H44 -4.35 9.69 -8.67  0.094
C24 7.52 0.90 7.22  -0.058
C25 6.79 -0.19 6.48  -0.218
O12 7.54 -0.65 5.33  0.023
C26 8.55 -1.46 5.60  -0.622
O13 8.87 -1.87 6.69  0.135
O14 9.15 -1.77 4.45  -0.001
C27 10.32 -2.59 4.60  -0.033
H45 7.77 1.72 6.54  0.086
H46 6.90 1.29 8.03  0.085
H47 8.45 0.53 7.65  0.079
H48 5.85 0.19 6.08  0.113
H49 6.56 -1.03 7.13  0.122
H50 10.10 -3.48 5.18  0.095
H51 11.12 -2.02 5.08  0.103
H52 10.63 -2.86 3.60  0.093

Its HOMO energy is -11.83 eV. The total charge is +1. For the orbital gap, the calculation gives 7.165 eV. The largest force on an atom is 1.381 eV/Å.

***

Molecular formula: C4H8O2
Method: DFT, the ωB97M-V functional and the def2-TZVPD basis

Each line ends with the natural charge from an NBO analysis.
Positions of all 14 atoms, in Å:
C1 1.58 -0.28 -0.27  -0.599
C2 0.45 -0.20 0.74  -0.293
C3 -0.60 0.87 0.61  -0.062
O1 -0.58 1.49 -0.66  -0.740
C4 -0.83 -0.79 0.33  0.112
O2 -1.18 -1.05 -0.97  -0.699
H1 2.02 -1.27 -0.19  0.217
H2 1.22 -0.15 -1.29  0.223
H3 2.34 0.47 -0.08  0.215
H4 0.76 -0.39 1.76  0.224
H5 -1.58 0.61 1.01  0.239
H6 -1.14 2.28 -0.62  0.496
H7 -1.38 -1.40 1.06  0.182
H8 -1.08 -0.19 -1.42  0.487

Its HOMO energy is -7.94 eV. The energy above the lowest of the compared OMol25 structures with the same formula, charge and spin comes out at 84.0 kcal per mole. The SMILES is C[C@H]1[C@@H](O)[C@H]1O. For the orbital gap, the calculation gives 8.651 eV. The largest force on an atom is 1.864 eV/Å.

***

Molecular formula: C3H7N2O2
Method: DFT, the ωB97M-V functional and the def2-TZVPD basis

Each line ends with the natural charge from an NBO analysis.
Positions of all 14 atoms, in Å:
C1 -1.40 -0.26 -0.08  0.197
C2 1.27 -0.28 0.28  -0.643
C3 0.05 0.38 0.99  -0.441
N1 -1.51 0.31 -1.35  -0.889
N2 -1.88 -1.44 0.26  0.350
O1 -2.76 -1.84 -0.56  -0.679
O2 -1.64 -2.10 1.31  -0.623
H1 2.24 0.16 0.52  0.175
H2 1.14 -0.03 -0.72  0.209
H3 1.20 -1.32 0.18  0.221
H4 -0.21 0.06 2.07  0.212
H5 0.01 1.54 1.05  0.174
H6 -2.03 1.10 -1.47  0.345
H7 -1.94 -0.48 -1.83  0.391

Its HOMO energy is -2.30 eV. The total charge is -1. The energy above the lowest of the compared OMol25 structures with the same formula, charge and spin comes out at 139.8 kcal per mole. For the orbital gap, the calculation gives 6.586 eV. The largest force on an atom is 6.698 eV/Å.